No. 1
{"formula": "C19H22BrNO3", "method": "the ωB97M-V functional and the def2-TZVPD basis", "smiles": "O=C(COC(=O)/C=C/c1cccc(Br)c1)NCCC1=CCCCC1", "max_force_ev_per_a": 0.81, "energy_ev": -97735.546, "elements": ["H", "C", "C", "C", "C", "N", "C", "H", "H", "O", "H", "H", "C", "H", "C", "O", "C", "H", "C", "Br", "C", "C", "O", "H", "C", "H", "H", "H", "H", "H", "H", "H", "C", "C", "H", "H", "H", "C", "H", "H", "H", "C", "C", "C", "H", "C"], "xyz": [[3.4541, 0.2834, -2.6852], [-2.8633, 0.8803, 0.4543], [-5.7618, 0.1471, 0.0943], [0.1827, 2.6997, 1.1806], [5.4612, -0.9936, 0.7641], [2.0819, 2.1672, -0.2305], [-6.2559, -2.2764, -1.1671], [2.5220, -2.2064, 2.1037], [0.2002, 3.7310, 1.5374], [-0.5415, 0.3500, 0.3051], [5.7393, -0.2508, 1.5212], [0.7026, 2.0418, 1.8856], [2.8685, 0.4137, -1.7735], [-8.3386, -1.7891, -0.9557], [3.1538, -1.4897, 1.5761], [0.2167, 2.9968, -1.2042], [0.8160, 2.6222, -0.2225], [4.5061, -2.9213, 0.7265], [-3.3071, -0.2655, -0.0756], [-8.5087, 0.8278, 0.4010], [-7.3202, -1.4812, -0.7768], [-4.6865, -0.6533, -0.2989], [-1.1864, 2.3431, 1.1066], [-5.5909, 1.0906, 0.5869], [3.4878, -0.3519, -0.6309], [-2.5596, -0.9879, -0.3818], [2.3248, -2.0962, -0.3156], [1.8563, 0.0504, -1.9531], [2.4682, 1.7396, 0.5964], [3.8147, 2.3196, -1.3545], [5.4361, 0.3082, -1.0028], [4.9718, -2.3823, 2.3429], [4.5576, -2.0539, 1.3875], [4.7881, -0.2902, -0.3749], [-6.4487, -3.2182, -1.6580], [2.2773, 2.4487, -2.2521], [-4.1332, -2.4984, -1.2388], [2.8034, 1.9154, -1.4583], [-3.5007, 1.6844, 0.7843], [6.3907, -1.4496, 0.4130], [1.5966, -0.6380, 0.3302], [-7.0530, -0.2757, -0.1476], [-1.4240, 1.1268, 0.5922], [2.5467, -1.1638, 0.2146], [3.2109, -0.5832, 2.1846], [-4.9561, -1.8710, -0.9305]]}

No. 2
{"formula": "C46H126N2O18", "method": "the ωB97M-V functional and the def2-TZVPD basis", "max_force_ev_per_a": 2.11, "energy_ev": -89574.512, "elements": ["H", "H", "H", "H", "H", "H", "H", "O", "H", "O", "H", "C", "C", "H", "H", "C", "H", "H", "H", "H", "O", "O", "H", "C", "O", "H", "H", "H", "H", "O", "H", "H", "C", "H", "H", "C", "H", "H", "H", "C", "H", "O", "H", "C", "H", "C", "H", "C", "C", "H", "H", "C", "C", "H", "H", "H", "H", "C", "H", "H", "C", "H", "O", "H", "H", "C", "C", "H", "H", "C", "H", "H", "H", "H", "O", "C", "H", "O", "H", "H", "C", "H", "O", "H", "H", "H", "H", "H", "H", "N", "H", "H", "C", "H", "H", "C", "H", "H", "O", "C", "H", "C", "C", "H", "H", "C", "H", "H", "H", "H", "H", "O", "H", "H", "H", "H", "H", "O", "C", "H", "H", "H", "H", "C", "H", "H", "C", "H", "H", "H", "C", "H", "H", "C", "C", "C", "C", "H", "H", "H", "H", "O", "H", "C", "C", "H", "H", "H", "H", "H", "O", "C", "H", "N", "H", "C", "H", "H", "H", "H", "H", "C", "H", "H", "C", "C", "H", "H", "H", "C", "C", "H", "H", "H", "H", "C", "C", "H", "H", "C", "H", "H", "H", "H", "H", "H", "H", "O", "H", "H", "O", "H"], "xyz": [[-13.8430, 2.3066, 0.2827], [-20.7589, -0.0660, 0.8871], [-14.5546, 5.4086, -0.5807], [-21.6899, 9.5662, 2.6269], [-19.3045, 0.7726, 8.7384], [-18.3547, 0.3164, -2.0684], [-23.5755, 9.5163, 5.5357], [-21.3039, -1.1687, 5.6918], [-24.5990, 6.2076, 1.4343], [-22.5052, 7.0863, -1.2372], [-18.6282, -3.5291, 0.4216], [-19.0098, 1.7812, 8.4562], [-22.1459, 10.5076, 2.9360], [-16.6224, 1.7982, 7.1104], [-15.7989, 5.6423, 7.3997], [-20.4043, 2.5769, -3.3258], [-18.9884, 6.5126, 8.9409], [-21.1075, 2.8783, -2.5468], [-19.0338, 3.9234, -2.5906], [-22.4966, 0.5660, 5.3086], [-15.0119, 10.6169, 3.8229], [-16.0554, 0.0438, 1.3178], [-13.0621, 2.4095, 1.8589], [-18.3902, 6.0405, 8.1484], [-16.5403, 5.8869, -3.2214], [-20.4240, -0.8106, 5.8504], [-14.5593, 8.2192, 3.5137], [-21.9639, 9.3743, -0.4652], [-17.8103, 5.0087, 1.9084], [-20.1107, 4.8073, -4.0822], [-15.7396, 5.7211, -3.7274], [-19.1315, 0.9587, 5.3554], [-20.3885, 7.6251, -2.2720], [-18.7598, 5.0420, 6.5007], [-23.6800, 11.4200, 4.0509], [-22.3098, -0.2442, 6.0146], [-21.3237, 11.0952, 3.3501], [-18.9278, -2.6592, -1.8317], [-25.2662, 9.5766, 4.0422], [-21.4688, -3.4334, 3.3475], [-14.1559, 4.6452, 3.3900], [-22.7780, 9.9102, 5.1607], [-14.9014, 7.0037, 6.8147], [-18.7948, 2.0112, 6.9473], [-17.2251, 2.6768, 5.6359], [-19.0649, -4.5144, 0.2057], [-18.5773, -5.1415, 0.9513], [-23.3058, 10.3995, 3.9181], [-20.4707, 6.0359, 6.8736], [-24.2164, 5.9733, 6.2992], [-14.7120, 5.7638, 1.9926], [-23.3735, 6.5303, 5.8676], [-17.7195, 7.2293, 7.4289], [-19.7616, -0.6359, 3.0485], [-15.1872, -3.0146, 0.4075], [-20.7125, -2.6580, 3.1998], [-15.5641, 3.8573, 0.7742], [-19.0548, 7.0407, 2.8278], [-20.7058, 6.6835, -0.3622], [-23.1012, 7.1746, 6.7103], [-21.1077, 8.7791, -0.1435], [-19.5370, 2.7298, 6.6078], [-22.4620, 4.2147, 3.1162], [-22.4482, 6.2109, -1.6324], [-21.7864, -3.8551, 2.3926], [-21.1769, 7.4825, -0.9482], [-24.4036, 9.4951, 3.3729], [-15.7985, 1.8834, 1.8242], [-20.4105, -5.8981, -1.3548], [-18.3049, 3.3329, -4.6168], [-16.1724, -1.9247, -0.4619], [-17.1863, 0.7591, -3.2652], [-20.0446, 6.6752, 6.0960], [-20.9988, 6.6100, 7.6340], [-18.8367, 0.4100, 1.5765], [-17.3666, 10.0445, 4.1818], [-18.1587, 2.1362, 9.0385], [-17.0227, 6.8009, 6.2882], [-19.5896, 5.6118, -4.0187], [-15.9460, 8.4135, 2.4380], [-17.4443, 5.5205, -1.0009], [-24.7220, 9.9289, 2.4216], [-24.2910, 1.6487, 3.7636], [-24.9795, 4.6485, 2.2998], [-20.9998, 2.4453, -4.2345], [-20.5218, 3.4239, 3.7524], [-22.4132, 4.8481, 3.8725], [-20.1796, 9.3389, -0.2478], [-18.4731, 8.0143, 7.3345], [-19.2996, 5.2578, 7.3385], [-16.7919, -0.5937, -2.2248], [-19.3351, 7.8539, -2.0946], [-15.0349, -0.9673, 1.1641], [-18.2888, 2.6930, 2.1525], [-20.9423, 4.2948, 5.7459], [-14.4393, -1.3260, 2.5100], [-24.9718, 3.3287, 4.6361], [-23.4054, 1.9601, 3.5495], [-19.5852, 5.7191, 2.7384], [-19.3123, -3.6293, -2.1627], [-17.7399, 10.0787, 3.1566], [-19.7061, -0.0519, 0.5830], [-24.7383, 2.3009, 4.9383], [-22.1390, 0.2773, 6.9646], [-19.8128, 3.5478, 1.6171], [-14.7983, 4.8146, 2.5247], [-16.8693, -0.3353, 1.6677], [-18.4655, 0.5076, 3.5263], [-19.7808, 7.7445, 2.4144], [-17.4816, 4.0388, -4.4916], [-24.5017, 6.0779, 3.0978], [-19.0716, 0.7586, 6.2984], [-19.8252, 2.4173, 8.8162], [-17.5715, 6.5486, -0.6498], [-12.8868, 3.6733, 0.6663], [-15.2909, 10.9286, 2.9565], [-17.2483, 3.3833, 7.3150], [-22.5787, -2.9814, 4.0765], [-20.3622, 1.4940, 3.1536], [-18.0128, 4.8124, 3.6944], [-16.6793, -2.4557, 1.1422], [-22.2604, -2.4083, 4.8017], [-14.1216, -0.5127, 3.1550], [-17.2759, 0.3906, -2.2407], [-23.7065, 7.1029, 5.0053], [-15.7806, 4.9428, 2.9957], [-19.3838, 3.6733, -3.5997], [-20.9770, -4.2877, 3.8327], [-17.9314, 9.2883, 4.7338], [-17.6750, 5.4485, 8.7258], [-15.0054, 6.0303, -1.3603], [-16.4659, 0.9272, -0.5121], [-15.3681, 6.9430, -0.8818], [-24.2868, 5.4886, 2.1980], [-22.8400, 3.9207, 0.8230], [-21.4887, 5.1037, 6.2408], [-15.7007, 6.3095, 6.5415], [-17.7747, -5.0174, -1.4160], [-16.1953, 7.4457, 3.8034], [-18.6762, 3.3226, -5.6376], [-23.4299, 3.0538, 1.1336], [-16.5162, 1.2427, -1.4275], [-25.6055, 1.8298, 5.3939], [-15.6433, 8.3336, 3.4893], [-19.3591, 0.3690, 2.9118], [-23.9237, 2.3307, 5.6720], [-19.6415, 0.5393, -0.3310], [-14.1844, 6.2590, -2.0379], [-18.8999, 7.2094, 3.8959], [-20.8153, 8.3266, -2.9852], [-15.6944, 2.6853, 2.3612], [-19.0738, 3.4022, 2.4248], [-19.9934, 1.6235, -2.9989], [-19.7809, 2.7676, 3.5234], [-20.9705, 1.5420, 2.2386], [-22.8810, 4.9383, 1.9699], [-21.8145, 3.5728, 0.7020], [-21.0385, 1.2124, 3.9632], [-20.1216, -4.4510, 0.4792], [-17.8851, 2.3566, -4.3634], [-21.1357, 8.5593, 0.9236], [-18.8299, -4.7604, -1.2895], [-22.1855, 4.5516, 6.8805], [-24.1355, 8.4585, 3.1818], [-17.3618, 2.4860, 6.7007], [-15.9015, 9.6136, 4.2806], [-20.3967, -3.5500, -2.0374], [-13.6931, -2.1037, 2.3147], [-23.2423, 4.2805, -0.1229], [-14.8979, 3.6194, 1.6146], [-18.5143, 4.7878, 2.7149], [-17.2492, 5.0291, -0.0416], [-15.4223, 5.8131, 5.6184], [-15.1514, -1.9185, 3.1003], [-22.1830, 5.7490, 1.7311], [-16.2625, 5.3338, -1.9141], [-13.6106, 2.9846, 1.1108], [-19.5701, -1.0933, 0.2550], [-18.1599, 7.2941, 2.2514], [-15.8237, -2.1321, 0.5489], [-18.3650, 5.0875, -1.3869], [-14.2323, -0.6217, 0.5147], [-23.2827, -0.6934, 6.2184], [-22.4435, 10.9699, 1.9922], [-16.0312, 4.2743, -2.0695], [-17.0548, 7.6804, 8.1790], [-19.0562, -3.7514, -3.2122], [-22.3220, 5.7896, 5.2948], [-20.3521, 6.6282, -2.7264], [-15.7118, 9.4438, 5.3413], [-19.4943, -5.9799, -1.6440], [-17.5187, 10.9975, 4.6885]]}

No. 3
{"formula": "C5H8N2O4", "method": "the ωB97M-V functional and the def2-TZVPD basis", "smiles": "C=C=[N+]([O-])N(C)OC.O=C=O", "max_force_ev_per_a": 6.33, "energy_ev": -16477.656, "elements": ["H", "H", "H", "H", "O", "H", "H", "H", "C", "H", "N", "C", "C", "O", "O", "N", "C", "O", "C"], "xyz": [[-0.8261, -2.0133, -3.1021], [-3.2544, -0.1328, 0.8391], [-1.9615, -0.0903, 2.0581], [1.2266, 2.1622, 1.0783], [4.0304, -0.7765, 0.2986], [-0.5137, -2.7299, -1.4980], [0.5226, 2.7345, -0.3879], [-1.9353, -1.2663, 0.6183], [-0.5476, -1.7877, -1.9882], [-0.4282, 2.6153, 1.1230], [0.4946, 0.1333, -0.7656], [-0.0917, -0.7398, -1.4245], [3.0572, -1.0038, 0.8697], [1.7890, 0.3664, -0.6823], [2.0517, -1.2603, 1.3897], [-0.2304, 0.9206, 0.1093], [-2.0912, -0.1516, 0.9224], [-1.6131, 0.7879, 0.0916], [0.3211, 2.2323, 0.4505]]}

The following gap between HOMO and LUMO values (in eV) correspond, in order, to the records above: 8.597, 9.491, 9.425.
The following relative energy (zero: lowest compared OMol25 entry of this formula, charge and spin) values (in kcal/mol) correspond, in order, to the records above: 4.2, 53.1, 173.3.
The following highest occupied orbital energy values (in eV) correspond, in order, to the records above: -8.90, -9.01, -8.70.